[1]
{"formula": "C15H12AsBrCuF30O3", "method": "ωB97M-V/def2-TZVPD", "relative_energy_kcal_mol": 0.00, "charge": -1, "e_tot_ev": -278938.6950, "multiplicity": 1, "homo_energy_ev": -5.25, "lumo_energy_ev": -1.6, "mol_weight_da": 1028.57, "symbols": ["Cu", "As", "F", "F", "F", "F", "F", "F", "Br", "C", "C", "C", "F", "F", "F", "F", "O", "C", "C", "F", "F", "F", "F", "H", "H", "H", "H", "C", "C", "C", "F", "F", "F", "F", "O", "C", "C", "F", "F", "F", "F", "H", "H", "H", "H", "C", "C", "C", "F", "F", "F", "F", "O", "C", "C", "F", "F", "F", "F", "H", "H", "H", "H"], "xyz": [[0.79771, -1.16186, 2.86763], [5.08680, -2.80164, 6.29544], [6.88160, -2.53527, 6.45239], [5.31123, -4.50279, 5.78122], [3.29745, -2.96680, 6.14031], [4.81353, -1.10698, 6.85600], [5.18273, -2.21014, 4.63798], [4.96502, -3.35953, 8.05563], [1.85000, 3.29672, 4.03647], [-0.12989, -6.67731, 1.05436], [0.98389, -6.11517, 0.17119], [1.52409, -7.19786, -0.86457], [2.26132, -8.16459, -0.26058], [0.55575, -7.77220, -1.59586], [0.40672, -5.11766, -0.49277], [1.95471, -5.64562, 0.92445], [-0.59985, -5.71663, 2.00961], [-1.91234, -5.78739, 2.37971], [-2.21532, -4.84937, 3.54079], [-1.86926, -3.57727, 3.27942], [-3.46865, -4.92639, 4.04625], [-2.58603, -5.50632, 1.26252], [-2.22742, -7.04981, 2.66932], [0.15792, -7.58900, 1.57789], [-0.92952, -6.94310, 0.36295], [2.22629, -6.79212, -1.59285], [-1.54998, -5.26760, 4.29611], [2.94582, 4.56590, -2.98894], [4.13387, 3.62803, -2.85451], [3.70282, 2.17732, -3.02142], [4.77702, 1.39689, -2.90380], [2.81889, 1.70507, -2.16598], [4.98310, 3.85182, -3.84088], [4.80097, 3.86214, -1.71310], [2.34899, 4.43953, -4.31195], [1.96598, 5.68405, -4.94506], [1.19367, 5.44094, -6.26502], [0.14850, 4.62169, -6.15060], [0.78053, 6.56216, -6.76682], [1.18934, 6.28671, -4.08420], [3.12874, 6.33008, -5.14183], [3.31771, 5.56416, -2.75815], [2.20963, 4.36066, -2.21177], [3.31744, 2.02281, -4.02925], [1.92133, 5.04480, -6.97331], [-4.79537, 2.90535, -0.98016], [-4.86907, 1.47477, -1.54047], [-3.55190, 0.72565, -1.36300], [-2.52397, 1.43705, -1.87461], [-3.20843, 0.49003, -0.12590], [-5.97474, 0.79229, -1.15240], [-4.97605, 1.60325, -2.84157], [-4.68117, 2.99836, 0.46177], [-4.78775, 4.33892, 0.97251], [-4.62180, 4.26285, 2.45274], [-4.59598, 5.46026, 3.05101], [-5.46238, 3.51127, 3.13622], [-3.81280, 5.10251, 0.47767], [-5.90759, 4.90754, 0.60510], [-5.63296, 3.44363, -1.42379], [-3.93016, 3.40518, -1.41569], [-3.51415, -0.26230, -1.82194], [-3.60644, 3.90244, 2.61781]], "forces_ev_per_angstrom": [[0.360, 0.569, 0.372], [0.294, 0.757, 1.792], [-2.037, -0.613, -0.085], [-0.167, 1.578, 0.378], [1.342, -0.104, -0.057], [0.308, -1.700, -0.505], [-0.170, -0.591, 0.676], [0.258, 0.593, -2.345], [-0.282, -0.549, -0.274], [-0.777, -0.967, 0.044], [-1.673, -2.170, 0.632], [1.502, 0.785, -0.354], [-0.665, -0.076, 0.686], [-0.813, -0.111, 0.464], [0.155, 1.154, -1.205], [1.367, 0.453, 0.195], [1.200, 0.655, 0.935], [0.777, -0.145, -2.524], [1.172, -1.140, 1.574], [-0.358, 0.087, -0.342], [0.186, 0.179, -0.991], [-1.728, 0.643, -0.715], [-0.489, -0.651, 0.969], [0.306, 0.084, -0.008], [-0.104, -0.002, 0.035], [-0.132, 0.849, 0.127], [0.136, 0.455, 0.494], [-0.429, 0.764, 0.055], [-1.497, -0.154, 0.233], [0.571, -0.514, -1.270], [1.352, -0.620, 0.107], [-1.270, 0.294, 1.297], [1.136, 0.350, -1.408], [-0.342, -0.089, 0.489], [-0.294, 0.736, -0.683], [1.086, -3.615, 1.791], [2.407, -1.753, -0.218], [-0.253, -0.402, 0.634], [-0.942, 2.584, -0.460], [-0.671, 1.804, 0.701], [-0.642, 0.946, -0.464], [0.044, 0.155, -0.421], [-0.114, -0.287, -0.145], [-0.170, 0.352, -0.177], [0.023, -0.566, -0.044], [0.204, 0.731, 0.272], [0.561, 0.916, 1.711], [0.612, -1.662, -0.799], [-0.125, 0.752, -0.704], [-0.145, -0.004, 2.784], [0.583, -0.101, 0.623], [-0.286, 0.461, -2.388], [-0.699, 1.274, -0.131], [0.123, -2.319, -1.321], [2.900, -0.349, 1.678], [-0.682, 1.348, -0.331], [-1.308, -0.823, -0.231], [0.725, 0.244, -0.194], [-1.668, 0.482, -0.457], [-0.488, -0.071, 0.530], [0.254, -0.363, -0.091], [-0.647, 0.074, -0.748], [0.121, -0.596, -0.190]], "mulliken_charge": [0.758, 1.993, -0.508, -0.488, -0.519, -0.484, -0.479, -0.520, -0.744, -1.064, 0.965, 0.168, -0.254, -0.250, -0.285, -0.275, -0.367, 0.943, 0.160, -0.204, -0.261, -0.294, -0.289, 0.421, 0.437, 0.246, 0.194, -0.804, 0.974, 0.165, -0.284, -0.259, -0.292, -0.304, -0.428, 0.859, 0.168, -0.232, -0.262, -0.263, -0.271, 0.398, 0.380, 0.223, 0.231, -0.942, 1.011, 0.119, -0.257, -0.239, -0.306, -0.289, -0.360, 0.907, 0.187, -0.281, -0.239, -0.286, -0.291, 0.409, 0.363, 0.240, 0.252]}



[2]
{"formula": "C15H12Br2MgN2O3", "method": "ωB97M-V/def2-TZVPD", "e_tot_ev": -170404.9758, "multiplicity": 1, "homo_energy_ev": -7.65, "lumo_energy_ev": -0.4, "mol_weight_da": 452.38, "symbols": ["Mg", "O", "C", "C", "C", "C", "C", "C", "C", "O", "N", "N", "C", "C", "C", "C", "C", "C", "C", "O", "H", "H", "H", "H", "H", "H", "H", "H", "H", "H", "Br", "C", "Br", "H", "H"], "xyz": [[-0.61754, -1.16513, 0.88535], [2.42500, 1.36477, 2.90347], [2.79930, 2.00578, 1.77226], [3.87448, 2.88867, 1.85839], [4.31438, 3.55804, 0.73565], [3.69264, 3.36205, -0.49412], [2.62572, 2.49303, -0.58675], [2.15527, 1.80638, 0.53698], [1.00927, 0.87908, 0.41124], [0.66880, 0.13013, 1.44474], [0.38590, 0.85286, -0.73801], [-0.63634, -0.06423, -0.72331], [-1.50917, -0.07207, -1.66571], [-2.67768, -0.91537, -1.64156], [-3.57335, -0.82406, -2.72085], [-4.76438, -1.50852, -2.73275], [-5.09656, -2.30426, -1.63319], [-4.23990, -2.42214, -0.56219], [-3.00097, -1.75391, -0.53064], [-2.19467, -1.91865, 0.48910], [1.70188, 0.75596, 2.65348], [4.34884, 3.01623, 2.82281], [5.15096, 4.24103, 0.81613], [4.04590, 3.88543, -1.37259], [2.12260, 2.32981, -1.52843], [-1.38298, 0.62828, -2.49307], [-3.30017, -0.18545, -3.55386], [-5.43989, -1.42916, -3.57377], [-6.04338, -2.83002, -1.61756], [-4.49499, -3.04402, 0.28664], [0.01032, -2.68917, 3.11738], [1.70883, -2.73347, 2.19998], [1.45089, -3.00658, 0.30587], [2.29026, -3.55731, 2.59072], [2.19074, -1.77402, 2.33817]], "forces_ev_per_angstrom": [[0.464, -0.188, 0.806], [0.154, 0.015, 0.053], [-0.062, -0.076, -0.201], [-0.019, -0.065, 0.071], [0.020, 0.036, 0.039], [0.017, 0.016, -0.083], [-0.001, 0.054, 0.112], [0.077, -0.072, 0.287], [-0.223, 0.061, -0.559], [0.520, 0.286, 0.150], [0.394, 0.404, -0.162], [-0.287, 0.142, -0.420], [0.391, 0.265, 0.050], [-0.281, -0.189, 0.108], [0.145, 0.027, 0.084], [-0.105, -0.040, -0.079], [0.056, 0.063, 0.008], [0.018, -0.062, 0.030], [0.080, 0.044, -0.238], [-1.396, -0.684, -0.115], [-0.161, 0.063, -0.037], [0.002, 0.032, -0.018], [0.000, -0.012, 0.002], [-0.014, -0.004, 0.005], [-0.008, -0.020, -0.007], [-0.028, -0.001, 0.000], [-0.038, 0.005, -0.007], [0.016, 0.023, 0.005], [0.014, -0.024, -0.009], [0.028, 0.016, 0.007], [0.015, -0.023, 0.091], [0.187, -0.058, 0.017], [0.085, -0.021, 0.022], [-0.028, -0.030, 0.009], [-0.033, 0.019, -0.021]], "mulliken_charge": [0.687, -0.727, 0.254, -0.685, -0.304, -0.762, -0.376, 0.307, 1.254, -0.946, -0.809, 0.185, -0.184, 0.605, -0.666, -0.680, -0.400, -0.556, 0.501, -0.585, 0.394, 0.434, 0.372, 0.387, 0.439, 0.355, 0.321, 0.389, 0.359, 0.410, -0.091, -0.409, -0.075, 0.372, 0.233]}



[3]
{"formula": "C15H12BrClN2O", "method": "ωB97M-V/def2-TZVPD", "smiles": "O=C1CN[C@H](c2ccccc2Cl)c2cc(Br)ccc2N1", "e_tot_ev": -103330.4658, "multiplicity": 1, "homo_energy_ev": -8.44, "lumo_energy_ev": 0.1, "mol_weight_da": 351.63, "symbols": ["O", "C", "C", "N", "C", "C", "C", "C", "C", "C", "C", "Cl", "C", "C", "C", "Br", "C", "C", "C", "N", "H", "H", "H", "H", "H", "H", "H", "H", "H", "H", "H", "H"], "xyz": [[-2.00162, -2.27455, 0.66405], [-0.81395, -1.80202, 0.80392], [-0.49847, -1.37756, 2.20104], [-0.42095, 0.21442, 2.06515], [0.05149, 0.96923, 1.00686], [-1.04673, 1.04518, -0.02770], [-0.73809, 0.71444, -1.56137], [-1.74294, 0.88487, -2.33214], [-2.93361, 1.27204, -2.15085], [-3.32881, 1.55356, -0.73998], [-2.31846, 1.61365, -0.14714], [-2.74538, 2.04706, 1.64140], [1.31428, 0.00771, 0.35069], [2.45737, 0.74086, 0.64080], [3.57218, 0.07968, 0.29742], [5.22318, 1.21466, 0.15414], [3.59568, -1.03499, -0.55705], [2.34953, -1.68394, -0.60645], [1.29685, -1.14506, -0.05413], [0.18817, -1.70982, -0.15221], [-1.29071, -1.58276, 2.98668], [0.54892, -1.54506, 2.33053], [-1.33575, 0.62749, 2.64964], [0.30118, 2.02049, 1.21196], [0.35807, 0.40964, -1.64696], [-1.40953, 0.51969, -3.38797], [-3.63360, 1.35952, -3.01992], [-4.25506, 1.64805, -0.67925], [2.58945, 1.64123, 0.89057], [4.45763, -1.32315, -0.78537], [2.38692, -2.74203, -0.95486], [-0.17725, -2.36256, -1.09150]], "forces_ev_per_angstrom": [[4.273, 1.337, -1.190], [-4.474, -2.154, 0.952], [0.632, 4.291, -1.558], [-3.887, -0.939, 6.620], [-0.750, -2.682, -3.316], [0.929, 0.446, -8.973], [5.239, 0.135, 10.832], [3.915, -2.996, -9.471], [-7.460, 1.815, 1.818], [-3.545, -1.794, -14.528], [11.899, -0.274, 14.696], [-0.597, 0.992, 0.788], [-1.246, 15.531, 7.452], [-0.129, -7.328, -2.341], [3.166, 1.112, -2.710], [-0.739, -0.781, 0.503], [-8.024, 2.399, 4.347], [7.229, -3.492, -2.396], [2.171, -4.201, -2.385], [-12.243, -8.525, -3.379], [1.448, -0.115, -1.271], [0.512, -1.082, 1.275], [3.487, -1.158, -2.598], [0.743, -0.567, 0.461], [-2.013, 0.295, -1.010], [-1.111, 1.011, 1.155], [0.433, -0.222, 1.211], [-7.682, 1.448, 1.865], [-0.050, 6.913, 2.436], [6.733, -3.051, -2.677], [-0.571, 1.000, -0.076], [1.712, 2.637, 3.468]], "mulliken_charge": [-0.705, 0.299, -0.644, -0.316, -0.123, 0.191, -0.225, -0.457, -0.366, -0.973, 0.705, -0.359, 1.794, -2.159, -0.168, -0.246, -1.150, -0.810, 0.286, 0.084, 0.368, 0.329, 0.417, 0.300, 0.344, 0.171, 0.344, 0.760, 0.807, 0.734, 0.369, 0.400]}



[4]
{"formula": "C15H12Cl4F6NO2PdSb", "method": "ωB97M-V/def2-TZVPD", "relative_energy_kcal_mol": 4.38, "charge": -1, "e_tot_ev": -97751.4278, "multiplicity": 4, "homo_energy_ev": [-5.26, -6.34], "lumo_energy_ev": [2.3, 0.5], "mol_weight_da": 722.25, "s_squared": 3.77, "symbols": ["Pd", "C", "N", "C", "C", "C", "C", "C", "C", "C", "C", "H", "H", "H", "H", "H", "H", "H", "H", "H", "H", "H", "H", "Cl", "C", "C", "Cl", "C", "Cl", "C", "O", "C", "O", "C", "Cl", "F", "Sb", "F", "F", "F", "F", "F"], "xyz": [[0.10045, 0.10560, 0.50308], [0.90874, 1.90381, -1.86064], [0.57104, 2.22043, -0.47205], [1.72625, 2.77988, 0.23157], [-0.59627, 3.11788, -0.36570], [-1.72486, 2.50822, 0.43132], [-2.89522, 3.23630, 0.64031], [-3.97324, 2.65715, 1.28650], [-3.89114, 1.33636, 1.71416], [-2.72488, 0.61267, 1.51388], [-1.62805, 1.20151, 0.88868], [1.19358, 2.80617, -2.41931], [0.04987, 1.43989, -2.34534], [1.74115, 1.20056, -1.87335], [2.02069, 3.74368, -0.20636], [2.56290, 2.08812, 0.17706], [1.46729, 2.93711, 1.27921], [-0.95378, 3.35533, -1.37157], [-0.27986, 4.06557, 0.08064], [-2.96643, 4.25689, 0.27428], [-4.88487, 3.22338, 1.43279], [-4.74298, 0.85911, 2.18296], [-2.68613, -0.42720, 1.81864], [3.98649, -5.72403, 1.09406], [3.49814, -4.08900, 0.86256], [4.47872, -3.11764, 0.47986], [6.11275, -3.61734, 0.26925], [4.12914, -1.80890, 0.28531], [5.28326, -0.61326, -0.17155], [2.77826, -1.37139, 0.45536], [2.41507, -0.17789, 0.30300], [1.77364, -2.36798, 0.84721], [0.58606, -2.00406, 0.99613], [2.19296, -3.72804, 1.04073], [0.98265, -4.85631, 1.48946], [-1.32202, -1.19642, -0.90802], [-2.78723, -2.26643, -1.54431], [-3.85944, -0.71424, -1.60605], [-3.31884, -2.57671, 0.24216], [-4.20611, -3.32458, -2.19550], [-1.65997, -3.77282, -1.45457], [-2.18440, -1.91455, -3.30481]], "forces_ev_per_angstrom": [[-0.033, 0.075, -0.190], [-0.019, -0.004, -0.001], [-0.007, -0.064, 0.033], [0.005, -0.004, 0.006], [-0.026, -0.071, 0.005], [-0.004, -0.011, -0.055], [0.031, 0.020, -0.007], [-0.009, -0.041, 0.007], [-0.009, 0.013, -0.005], [0.052, 0.012, 0.025], [0.057, -0.130, 0.131], [0.003, 0.007, 0.000], [0.007, -0.006, 0.004], [-0.010, 0.009, 0.008], [-0.002, 0.005, -0.003], [-0.013, -0.015, 0.000], [-0.002, 0.002, -0.002], [-0.002, -0.023, -0.007], [-0.008, 0.017, -0.003], [-0.005, -0.003, 0.007], [-0.001, -0.003, 0.007], [-0.006, 0.019, 0.007], [0.006, 0.011, -0.013], [-0.004, 0.005, 0.002], [0.093, 0.032, -0.025], [-0.027, -0.073, 0.018], [-0.001, 0.007, -0.001], [-0.077, 0.067, -0.001], [0.008, -0.005, 0.000], [0.075, -0.008, 0.071], [-0.027, -0.033, -0.036], [0.004, -0.051, -0.076], [-0.072, 0.048, 0.215], [-0.088, 0.024, 0.003], [0.025, 0.019, -0.002], [0.116, 0.202, -0.068], [0.005, -0.060, -0.080], [-0.005, 0.029, 0.022], [-0.017, 0.081, 0.048], [-0.064, -0.015, -0.027], [0.075, -0.080, -0.038], [-0.024, 0.000, 0.024]], "mulliken_spin": [1.716, -0.004, 0.110, -0.016, -0.048, -0.250, 0.021, -0.014, 0.022, -0.234, 0.609, 0.003, 0.005, -0.003, 0.004, -0.004, 0.009, 0.002, 0.003, 0.000, 0.000, -0.003, 0.008, 0.011, 0.057, 0.102, 0.017, 0.012, 0.001, 0.135, 0.214, 0.144, 0.306, 0.044, 0.007, 0.001, 0.009, 0.001, 0.001, 0.000, 0.001, 0.001]}